(1)
{"formula": "C34H72N5O5", "method": "the ωB97M-V functional and the def2-TZVPD basis", "multiplicity": 1, "e_homo_ev": -10.1, "gap_ev": 1.138, "charge": 3, "relative_energy_kcal_mol": 104.4, "elements": ["N", "O", "O", "O", "C", "C", "C", "C", "C", "C", "N", "O", "C", "C", "C", "H", "H", "H", "H", "H", "H", "H", "H", "H", "H", "H", "H", "H", "H", "H", "H", "H", "H", "C", "C", "C", "C", "C", "C", "N", "O", "C", "C", "C", "H", "H", "H", "H", "H", "H", "H", "H", "H", "H", "H", "H", "H", "H", "H", "H", "H", "H", "C", "C", "C", "N", "C", "C", "C", "C", "C", "H", "H", "H", "H", "H", "H", "H", "H", "H", "H", "H", "H", "H", "H", "H", "H", "H", "H", "C", "C", "C", "N", "C", "C", "C", "C", "C", "H", "H", "H", "H", "H", "H", "H", "H", "H", "H", "H", "H", "H", "H", "H", "H", "H", "H"], "coordinates": [[-0.490, -0.161, 1.705], [-0.561, -1.199, 2.247], [-1.219, 0.750, 1.949], [0.223, -0.056, 0.773], [-6.064, -1.605, 4.143], [-6.115, -1.450, 5.655], [-5.172, -2.627, 6.140], [-4.502, -2.417, 7.468], [-3.721, -1.075, 7.419], [-4.647, 0.196, 7.302], [-5.551, -0.011, 6.001], [-6.144, 0.988, 5.331], [-3.780, 1.507, 7.117], [-5.571, 0.337, 8.577], [-7.540, -1.612, 6.101], [-6.618, -0.865, 3.566], [-6.515, -2.536, 3.800], [-5.069, -1.563, 3.700], [-4.363, -2.808, 5.432], [-5.867, -3.456, 6.265], [-3.778, -3.197, 7.704], [-5.279, -2.430, 8.233], [-2.911, -1.056, 6.689], [-3.268, -1.018, 8.409], [-3.067, 1.676, 7.925], [-4.393, 2.393, 6.951], [-3.136, 1.374, 6.248], [-6.392, -0.378, 8.629], [-6.101, 1.290, 8.556], [-4.979, 0.365, 9.491], [-7.510, -1.443, 7.177], [-7.991, -2.576, 5.868], [-8.142, -0.880, 5.562], [-0.931, 9.894, -1.702], [-1.419, 8.611, -2.411], [-2.964, 8.340, -2.243], [-3.861, 9.267, -3.051], [-3.595, 9.260, -4.517], [-2.097, 9.492, -4.950], [-1.146, 8.721, -3.959], [0.184, 8.488, -4.368], [-1.802, 11.027, -4.890], [-1.789, 8.997, -6.360], [-0.651, 7.388, -1.893], [-1.615, 10.716, -1.914], [0.015, 10.245, -2.114], [-0.795, 9.656, -0.647], [-3.241, 8.407, -1.191], [-3.080, 7.271, -2.423], [-3.664, 10.283, -2.707], [-4.889, 8.985, -2.823], [-4.306, 9.882, -5.060], [-3.823, 8.261, -4.888], [-2.076, 11.409, -3.907], [-2.299, 11.641, -5.642], [-0.772, 11.187, -5.210], [-2.456, 9.589, -6.988], [-2.240, 8.011, -6.467], [-0.727, 9.051, -6.602], [-1.031, 6.478, -2.359], [-0.808, 7.200, -0.831], [0.429, 7.402, -2.040], [8.006, -3.865, -2.608], [8.166, -3.012, -1.252], [7.381, -1.686, -1.337], [7.574, -0.821, -0.029], [9.085, -0.610, 0.259], [6.827, -1.363, 1.185], [6.505, -0.171, 2.115], [6.647, 1.099, 1.268], [6.918, 0.567, -0.164], [8.530, -4.818, -2.686], [8.232, -3.255, -3.482], [6.974, -4.218, -2.628], [9.232, -2.800, -1.180], [7.950, -3.546, -0.327], [6.309, -1.791, -1.505], [7.807, -0.986, -2.055], [9.567, -1.504, 0.654], [9.154, 0.277, 0.890], [9.460, -0.505, -0.759], [7.219, -2.277, 1.632], [5.910, -1.788, 0.776], [7.087, -0.031, 3.026], [5.513, -0.343, 2.533], [7.510, 1.711, 1.528], [5.790, 1.771, 1.314], [7.679, 1.197, -0.625], [5.969, 0.601, -0.699], [3.265, -9.362, -1.955], [2.067, -9.097, -2.913], [1.361, -7.816, -2.470], [-0.016, -7.607, -3.236], [-1.078, -8.725, -3.005], [-0.615, -6.236, -2.889], [-1.280, -5.632, -4.096], [-0.970, -6.577, -5.231], [0.219, -7.377, -4.791], [3.786, -10.263, -2.279], [2.920, -9.369, -0.921], [3.910, -8.490, -2.057], [1.362, -9.869, -2.604], [2.281, -8.996, -3.977], [1.987, -6.934, -2.599], [1.205, -8.002, -1.408], [-1.250, -8.917, -1.946], [-0.721, -9.635, -3.487], [-1.976, -8.406, -3.533], [-1.183, -6.325, -1.963], [0.208, -5.540, -2.733], [-2.355, -5.656, -3.915], [-1.034, -4.578, -4.230], [-1.871, -7.181, -5.328], [-0.983, -5.876, -6.065], [0.392, -8.310, -5.328], [1.046, -6.672, -4.863]], "lowdin_charge": [-0.82, -0.05, -0.07, -0.07, -0.04, -0.42, -0.13, -0.17, -0.11, -0.35, 0.15, 0.18, -0.01, 0.01, -0.01, 0.09, 0.11, 0.10, 0.13, 0.13, 0.13, 0.11, 0.13, 0.13, 0.10, 0.09, 0.09, 0.07, 0.09, 0.11, 0.08, 0.11, 0.10, 0.02, -0.41, -0.11, -0.18, -0.13, -0.40, 0.17, 0.15, 0.01, -0.02, -0.03, 0.08, 0.10, 0.11, 0.14, 0.12, 0.11, 0.14, 0.14, 0.12, 0.08, 0.11, 0.10, 0.11, 0.10, 0.10, 0.09, 0.11, 0.09, -0.06, -0.20, -0.09, -0.24, 0.06, -0.10, -0.13, -0.14, -0.10, 0.07, 0.08, 0.06, 0.09, 0.11, 0.13, 0.13, 0.11, 0.11, 0.10, 0.13, 0.13, 0.12, 0.12, 0.11, 0.13, 0.13, 0.14, -0.07, -0.23, -0.11, -0.19, 0.06, -0.12, -0.17, -0.17, -0.07, 0.09, 0.08, 0.07, 0.10, 0.11, 0.13, 0.13, 0.11, 0.10, 0.10, 0.14, 0.13, 0.12, 0.13, 0.11, 0.14, 0.14, 0.14]}



(2)
{"formula": "C34H74FN11O9", "method": "the ωB97M-V functional and the def2-TZVPD basis", "smiles": "[H]/N=C/C[C@H](CCCCN/C(N)=N/[H])OC[C@H](C=C)OCF.CNC(C)=O.CNC(C)=O.CNC(C)=O.CNC(C)=O.CNC(C)=O.CNC(C)=O.CNC(C)=O", "multiplicity": 1, "e_homo_ev": -8.5, "gap_ev": 9.038, "elements": ["H", "N", "C", "C", "C", "C", "C", "C", "C", "N", "C", "N", "N", "H", "O", "C", "C", "C", "C", "O", "C", "F", "H", "H", "H", "H", "H", "H", "H", "H", "H", "H", "H", "H", "H", "H", "H", "H", "H", "H", "H", "H", "H", "H", "H", "C", "N", "C", "C", "O", "H", "H", "H", "H", "H", "H", "H", "C", "N", "C", "C", "O", "H", "H", "H", "H", "H", "H", "H", "C", "N", "C", "C", "O", "H", "H", "H", "H", "H", "H", "H", "C", "N", "C", "C", "O", "H", "H", "H", "H", "H", "H", "H", "C", "N", "C", "C", "O", "H", "H", "H", "H", "H", "H", "H", "C", "N", "C", "C", "O", "H", "H", "H", "H", "H", "H", "H", "C", "N", "C", "C", "O", "H", "H", "H", "H", "H", "H", "H"], "coordinates": [[-2.737, 3.075, -1.637], [-2.270, 2.507, -2.342], [-1.016, 2.566, -2.139], [-0.003, 1.816, -2.957], [0.107, 2.152, -4.463], [1.253, 3.128, -4.746], [2.605, 2.477, -4.411], [3.811, 3.441, -4.498], [3.546, 4.847, -3.987], [3.137, 4.777, -2.560], [2.023, 5.549, -2.237], [2.015, 6.857, -2.794], [1.088, 5.070, -1.513], [0.368, 5.766, -1.351], [-1.125, 2.455, -5.081], [-1.597, 3.768, -4.989], [-1.674, 4.463, -6.364], [-2.817, 3.854, -7.135], [-4.085, 4.232, -6.947], [-0.486, 4.268, -7.139], [0.350, 5.370, -7.069], [1.601, 4.978, -7.471], [-0.638, 3.181, -1.323], [0.942, 1.890, -2.430], [-0.288, 0.762, -2.897], [0.436, 1.234, -4.955], [1.279, 3.319, -5.815], [1.079, 4.048, -4.190], [2.748, 1.714, -5.176], [2.617, 2.020, -3.426], [4.257, 3.475, -5.490], [4.588, 3.019, -3.854], [2.827, 5.364, -4.614], [4.475, 5.412, -4.060], [2.855, 3.822, -2.368], [2.574, 7.513, -2.269], [1.069, 7.185, -2.900], [-1.086, 4.387, -4.248], [-2.629, 3.713, -4.643], [-1.918, 5.522, -6.227], [-2.582, 3.069, -7.844], [-4.910, 3.560, -7.136], [-4.331, 5.219, -6.572], [0.433, 5.761, -6.049], [0.024, 6.167, -7.746], [0.599, -0.384, 1.239], [1.220, -0.089, -0.044], [2.506, -0.247, -0.420], [3.466, -0.799, 0.600], [2.866, 0.059, -1.558], [-0.208, -1.105, 1.093], [0.178, 0.540, 1.641], [1.306, -0.796, 1.951], [0.637, 0.292, -0.772], [4.452, -0.860, 0.146], [3.516, -0.143, 1.470], [3.154, -1.789, 0.928], [3.566, 5.552, 2.856], [3.440, 4.118, 3.021], [3.294, 3.169, 2.053], [3.257, 3.646, 0.623], [3.198, 1.991, 2.356], [4.514, 5.896, 3.274], [2.754, 6.063, 3.378], [3.529, 5.822, 1.806], [3.459, 3.740, 3.954], [3.134, 2.786, -0.029], [2.419, 4.324, 0.460], [4.188, 4.153, 0.364], [3.931, -2.391, -3.330], [3.845, -3.762, -2.846], [3.745, -4.911, -3.557], [3.716, -4.792, -5.064], [3.681, -5.994, -2.995], [4.859, -1.940, -2.979], [3.101, -1.811, -2.934], [3.909, -2.358, -4.415], [3.857, -3.910, -1.850], [3.634, -5.789, -5.485], [2.859, -4.200, -5.388], [4.632, -4.327, -5.432], [-2.999, 1.029, 4.141], [-2.204, 1.717, 3.144], [-2.411, 1.780, 1.801], [-3.612, 1.054, 1.243], [-1.641, 2.397, 1.086], [-3.368, 1.741, 4.882], [-2.388, 0.283, 4.653], [-3.846, 0.531, 3.683], [-1.383, 2.217, 3.448], [-3.630, 1.196, 0.166], [-3.548, -0.015, 1.454], [-4.536, 1.450, 1.667], [2.622, -6.056, 3.398], [2.632, -4.667, 2.982], [1.904, -3.636, 3.486], [0.957, -3.930, 4.621], [2.023, -2.511, 3.017], [3.619, -6.354, 3.727], [2.329, -6.694, 2.563], [1.924, -6.205, 4.214], [3.242, -4.402, 2.226], [0.458, -3.017, 4.906], [0.203, -4.654, 4.318], [1.506, -4.316, 5.482], [-4.380, -1.513, 7.010], [-3.127, -2.006, 6.471], [-2.858, -3.237, 5.955], [-3.980, -4.246, 5.924], [-1.739, -3.492, 5.536], [-4.715, -0.642, 6.444], [-4.248, -1.216, 8.052], [-5.147, -2.278, 6.959], [-2.334, -1.385, 6.463], [-3.618, -5.166, 5.485], [-4.333, -4.451, 6.937], [-4.810, -3.881, 5.318], [-7.255, -9.087, 5.856], [-6.595, -7.923, 5.295], [-5.325, -7.820, 4.821], [-4.462, -9.059, 4.869], [-4.912, -6.762, 4.377], [-8.137, -9.338, 5.264], [-7.573, -8.881, 6.879], [-6.587, -9.942, 5.864], [-7.117, -7.064, 5.234], [-3.488, -8.814, 4.458], [-4.335, -9.402, 5.896], [-4.904, -9.859, 4.275]], "lowdin_charge": [0.04, 0.11, -0.24, -0.11, -0.31, -0.14, -0.17, -0.18, -0.21, 0.06, -0.55, 0.11, 0.13, 0.05, -0.07, -0.18, -0.30, -0.11, 0.01, -0.07, -0.27, 0.00, 0.08, 0.08, 0.12, 0.15, 0.11, 0.09, 0.12, 0.08, 0.11, 0.11, 0.09, 0.11, 0.09, 0.09, 0.08, 0.12, 0.11, 0.15, 0.12, 0.05, 0.06, 0.12, 0.14, -0.05, 0.04, -0.54, 0.00, -0.02, 0.09, 0.06, 0.05, 0.11, 0.08, 0.06, 0.06, -0.08, 0.00, -0.53, -0.01, 0.03, 0.08, 0.08, 0.07, 0.13, 0.07, 0.06, 0.09, -0.07, 0.01, -0.56, -0.02, 0.02, 0.09, 0.06, 0.07, 0.13, 0.08, 0.08, 0.08, -0.08, 0.01, -0.56, 0.00, 0.02, 0.08, 0.07, 0.07, 0.14, 0.07, 0.09, 0.08, -0.08, 0.01, -0.52, -0.02, 0.02, 0.08, 0.08, 0.07, 0.14, 0.06, 0.08, 0.09, -0.08, 0.01, -0.52, -0.01, 0.03, 0.07, 0.08, 0.07, 0.13, 0.06, 0.09, 0.09, -0.08, 0.01, -0.54, -0.01, 0.02, 0.08, 0.08, 0.07, 0.14, 0.08, 0.08, 0.08]}



(3)
{"formula": "C34H74N4O5", "method": "the ωB97M-V functional and the def2-TZVPD basis", "s2": 0.756, "multiplicity": 2, "e_homo_ev": [-14.4, -14.4], "gap_ev": [3.692, 3.660], "charge": 3, "elements": ["O", "H", "C", "C", "C", "C", "C", "C", "N", "O", "C", "C", "C", "H", "H", "H", "H", "H", "H", "H", "H", "H", "H", "H", "H", "H", "H", "H", "H", "H", "H", "C", "C", "C", "N", "C", "C", "C", "C", "C", "H", "H", "H", "H", "H", "H", "H", "H", "H", "H", "H", "H", "H", "H", "H", "H", "H", "H", "C", "C", "C", "N", "C", "C", "C", "C", "C", "H", "H", "H", "H", "H", "H", "H", "H", "H", "H", "H", "H", "H", "H", "H", "H", "H", "H", "C", "C", "C", "N", "C", "C", "C", "C", "C", "H", "H", "H", "H", "H", "H", "H", "H", "H", "H", "H", "H", "H", "H", "H", "H", "H", "H", "O", "C", "O", "O", "H"], "coordinates": [[0.994, -0.059, -0.355], [1.036, 0.908, -0.224], [-1.976, -3.031, 5.235], [-1.517, -1.546, 5.031], [-0.550, -1.544, 3.755], [-0.345, -0.252, 3.004], [-1.760, 0.237, 2.614], [-2.770, 0.468, 3.749], [-2.764, -0.746, 4.669], [-3.730, -0.638, 5.715], [-4.166, 0.674, 3.085], [-2.325, 1.753, 4.512], [-0.787, -0.929, 6.275], [-2.666, -2.914, 6.070], [-1.056, -3.542, 5.521], [-2.428, -3.595, 4.419], [-1.007, -2.322, 3.143], [0.392, -2.056, 3.953], [0.266, -0.337, 2.106], [0.088, 0.522, 3.637], [-2.106, -0.473, 1.863], [-1.552, 1.128, 2.022], [-4.632, -0.232, 2.697], [-3.967, 1.407, 2.304], [-4.984, 1.059, 3.693], [-2.989, 2.302, 5.180], [-2.010, 2.438, 3.725], [-1.361, 1.625, 5.004], [-0.110, -1.628, 6.765], [-1.289, -0.433, 7.107], [-0.134, -0.168, 5.848], [-5.423, -0.376, -5.436], [-4.227, -0.639, -4.531], [-3.700, 0.685, -3.778], [-2.559, 0.388, -2.713], [-1.994, 1.700, -2.212], [-3.059, -0.476, -1.537], [-1.921, -1.524, -1.471], [-1.568, -1.773, -2.978], [-1.464, -0.352, -3.458], [-5.406, 0.579, -5.962], [-6.352, -0.398, -4.866], [-5.565, -1.098, -6.240], [-3.475, -1.266, -5.011], [-4.606, -1.347, -3.793], [-4.458, 1.164, -3.158], [-3.327, 1.403, -4.509], [-1.115, 1.552, -1.585], [-2.822, 2.257, -1.772], [-1.727, 2.290, -3.088], [-3.234, 0.066, -0.607], [-3.994, -0.985, -1.768], [-0.984, -1.147, -1.060], [-2.246, -2.392, -0.898], [-0.606, -2.286, -3.006], [-2.338, -2.322, -3.521], [-0.523, 0.040, -3.072], [-1.501, -0.244, -4.542], [3.827, -3.048, -2.741], [3.609, -3.639, -1.311], [2.083, -3.513, -1.017], [1.665, -4.036, 0.392], [2.357, -3.110, 1.443], [1.991, -5.465, 0.556], [1.304, -5.865, 1.821], [0.131, -4.909, 1.887], [0.144, -4.004, 0.670], [4.253, -2.045, -2.755], [2.883, -2.951, -3.277], [4.527, -3.661, -3.309], [4.252, -3.142, -0.585], [3.914, -4.671, -1.140], [1.455, -4.117, -1.673], [1.775, -2.470, -1.089], [1.921, -2.147, 1.179], [3.444, -3.134, 1.366], [2.006, -3.413, 2.429], [3.071, -5.572, 0.652], [1.698, -6.123, -0.263], [2.000, -5.665, 2.636], [0.963, -6.897, 1.900], [0.094, -4.468, 2.883], [-0.796, -5.482, 1.862], [-0.163, -2.981, 0.886], [-0.326, -4.491, -0.185], [2.806, 7.131, -1.013], [2.099, 6.313, -2.074], [3.018, 5.149, -2.534], [2.892, 3.786, -1.922], [1.425, 3.280, -1.785], [3.533, 3.628, -0.511], [4.394, 2.308, -0.448], [3.859, 1.582, -1.665], [3.764, 2.732, -2.671], [3.857, 7.240, -1.281], [2.845, 6.682, -0.021], [2.326, 8.098, -0.858], [1.974, 6.933, -2.962], [1.107, 6.127, -1.664], [4.089, 5.246, -2.357], [2.882, 4.845, -3.572], [1.320, 2.484, -1.049], [1.133, 2.883, -2.757], [0.698, 4.051, -1.531], [2.751, 3.727, 0.242], [4.169, 4.480, -0.271], [4.267, 1.720, 0.461], [5.444, 2.535, -0.632], [2.936, 1.011, -1.567], [4.538, 0.866, -2.128], [3.382, 2.512, -3.668], [4.721, 3.193, -2.912], [0.287, 3.498, 0.971], [-0.908, 4.027, 0.915], [-1.779, 3.276, 0.633], [-1.136, 5.213, 1.227], [-0.375, 2.887, 0.638]], "lowdin_spin": [0.00, 0.00, 0.00, 0.00, 0.00, 0.00, 0.00, 0.00, 0.02, -0.03, 0.00, 0.00, 0.00, 0.00, 0.00, 0.00, 0.00, 0.00, 0.00, 0.00, 0.00, 0.00, 0.00, 0.00, 0.00, 0.00, 0.00, 0.00, 0.00, 0.00, 0.00, 0.00, 0.00, 0.00, 0.00, 0.00, 0.00, 0.00, 0.00, 0.00, 0.00, 0.00, 0.00, 0.00, 0.00, 0.00, 0.00, 0.00, 0.00, 0.00, 0.00, 0.00, 0.00, 0.00, 0.00, 0.00, 0.00, 0.00, 0.00, 0.00, 0.00, 0.00, 0.00, 0.00, 0.00, 0.00, 0.00, 0.00, 0.00, 0.00, 0.00, 0.00, 0.00, 0.00, 0.00, 0.00, 0.00, 0.00, 0.00, 0.00, 0.00, 0.00, 0.00, 0.00, 0.00, 0.00, 0.00, 0.00, 0.00, 0.00, 0.00, 0.00, 0.00, 0.00, 0.00, 0.00, 0.00, 0.00, 0.00, 0.00, 0.00, 0.00, 0.00, 0.00, 0.00, 0.00, 0.00, 0.00, 0.00, 0.00, 0.00, 0.00, 0.05, 0.04, 0.15, 0.76, 0.00]}



The following max |F| values (in eV/A) correspond, in order, to the records above: 9.675, 1.259, 9.590.
The following E_tot values (in a.u.) correspond, in order, to the records above: -1987.2883, -2719.2615, -1933.7932.